Density functional theory data (ωB97M-V/def2-TZVPD) for a molecular structure, C29H34MgN11S3.

Last column: natural (NBO) charge in e.
Geometry (Å):
1 Mg 0.244493 -0.603074 1.699624  1.6708
2 C -2.357602 4.878563 2.445440  -0.6171
3 C -0.841899 4.750173 2.361133  -0.2165
4 N -0.393573 3.771755 1.378582  -0.5802
5 C -0.432631 2.439912 1.551690  0.3287
6 S 0.121872 1.450238 0.227447  -0.5633
7 N -0.926943 2.035114 2.714486  -0.4865
8 N -0.882951 0.688242 2.885865  -0.3725
9 C -1.477528 0.184048 3.909990  0.2108
10 C -2.276295 0.974081 4.894097  -0.6892
11 C -1.281494 -1.276438 4.098598  0.1747
12 C -1.853331 -1.967328 5.157371  -0.2338
13 C -1.594343 -3.320756 5.298922  -0.1283
14 C -0.774688 -3.960009 4.383182  -0.2552
15 C -0.246685 -3.209967 3.348563  0.0774
16 N -0.487480 -1.904525 3.209138  -0.5865
17 H -2.624387 5.650903 3.168260  0.2171
18 H -2.801960 3.934599 2.759468  0.2186
19 H -2.776882 5.155537 1.476574  0.2076
20 H -0.433943 4.475223 3.332950  0.2073
21 H -0.402281 5.704499 2.072230  0.2038
22 H -0.057257 4.087778 0.486038  0.4087
23 H -2.356442 1.999814 4.551783  0.2642
24 H -1.798194 0.968432 5.877356  0.2343
25 H -3.276209 0.552043 5.008855  0.2326
26 H -2.492166 -1.451618 5.860161  0.2353
27 H -2.030565 -3.873521 6.121263  0.2331
28 H -0.552066 -5.014547 4.462684  0.2377
29 H 0.391568 -3.657147 2.594346  0.2197
30 S 2.282190 -1.501967 -0.163537  -0.1844
31 C 1.209289 -1.022765 -1.345357  0.0947
32 N 1.462726 -0.117303 -2.272147  -0.3570
33 C 0.433424 0.245102 -3.244791  -0.2405
34 C -0.230423 -1.013067 -3.717388  -0.2346
35 N -0.790463 -1.705372 -2.551046  -0.3506
36 C -2.117948 -2.307402 -2.758500  -0.2606
37 C -3.159487 -1.233759 -2.967971  0.0246
38 C -3.357821 -0.258164 -1.992274  -0.2454
39 C -4.285133 0.751374 -2.197644  -0.1858
40 C -5.024614 0.793096 -3.374866  -0.2035
41 C -4.833823 -0.178401 -4.345596  -0.1995
42 C -3.897655 -1.186021 -4.143810  -0.2415
43 C -0.189283 -1.658848 -1.378416  0.1303
44 S -0.867148 -2.264107 0.032199  -0.2523
45 C 2.699999 0.672648 -2.325351  -0.2476
46 C 3.512940 0.311733 -3.544718  -0.0739
47 C 4.080041 -0.957745 -3.647845  -0.1567
48 C 4.807289 -1.307688 -4.774549  -0.2172
49 C 4.976979 -0.392105 -5.807742  -0.2002
50 C 4.417661 0.872500 -5.709381  -0.2020
51 C 3.684317 1.221441 -4.580263  -0.2094
52 H 0.912325 0.757727 -4.075700  0.2422
53 H -0.294149 0.915281 -2.777565  0.2382
54 H 0.474045 -1.664062 -4.240503  0.2243
55 H -1.053643 -0.771138 -4.386121  0.2442
56 H -2.341801 -2.923296 -1.894796  0.2550
57 H -2.051790 -2.949249 -3.638170  0.2194
58 H -2.783087 -0.288496 -1.072186  0.2303
59 H -4.433857 1.505807 -1.435259  0.2207
60 H -5.745778 1.584268 -3.535569  0.2231
61 H -5.409593 -0.153848 -5.262278  0.2240
62 H -3.749378 -1.945319 -4.904527  0.2147
63 H 3.247629 0.487635 -1.407515  0.2595
64 H 2.407709 1.723447 -2.351234  0.2249
65 H 3.952852 -1.666373 -2.835917  0.2124
66 H 5.250089 -2.293362 -4.845789  0.2214
67 H 5.547818 -0.665124 -6.685975  0.2237
68 H 4.551164 1.590448 -6.508811  0.2231
69 H 3.252574 2.213868 -4.502109  0.2127
70 N 4.335931 -2.068526 4.551729  -0.5944
71 N 3.490272 -1.106393 4.047909  0.1900
72 N 3.404007 0.089069 4.578930  -0.2554
73 C 2.431124 0.619845 3.849619  0.1493
74 N 1.981265 -0.229958 2.921876  -0.4188
75 N 2.676425 -1.354997 3.075169  -0.0574
76 H 5.089029 -1.602053 5.039082  0.3995
77 H 4.655273 -2.654730 3.792257  0.3947
78 H 2.062346 1.624301 3.978316  0.2385

Forces on the atoms, in the same order (eV/Å):
0.3 0.1 -0.9
0.0 0.0 0.0
-0.1 0.0 0.0
0.1 0.0 -0.1
-0.3 0.0 0.1
0.1 0.0 0.2
0.1 -0.1 -0.1
-0.3 0.2 0.3
0.1 0.0 0.0
0.0 0.0 0.0
0.1 0.0 -0.1
-0.1 0.0 0.1
0.0 0.0 0.0
0.0 0.0 0.0
0.0 0.2 -0.1
-0.1 -0.2 0.2
0.0 0.0 0.0
0.0 0.0 0.0
0.0 0.0 0.0
0.0 0.0 0.0
0.0 0.0 0.0
0.0 0.0 0.0
0.0 0.0 0.0
0.0 0.0 0.0
0.0 0.0 0.0
0.0 0.0 0.0
0.0 0.0 0.0
0.0 0.0 0.0
0.0 0.0 0.0
-0.1 0.0 0.0
0.0 -0.1 0.1
-0.1 0.2 0.0
0.1 0.0 0.0
0.0 -0.1 0.0
0.0 0.0 -0.1
0.0 0.1 0.0
0.0 0.0 0.0
0.0 0.0 0.0
0.0 0.0 0.0
0.0 0.0 0.0
0.0 0.0 0.0
0.0 0.0 0.0
0.0 0.1 0.0
-0.1 0.1 -0.1
0.0 -0.1 -0.1
0.0 0.0 0.0
0.0 0.0 0.0
0.0 0.0 0.0
0.0 0.0 0.0
0.0 0.0 0.0
0.0 0.0 0.0
0.0 0.0 0.0
0.0 0.0 0.0
0.0 0.0 0.0
0.0 0.0 0.0
0.0 0.0 0.0
0.0 0.0 0.0
0.0 0.0 0.0
0.0 0.0 0.0
0.0 0.0 0.0
0.0 0.0 0.0
0.0 0.0 0.0
0.0 0.0 0.1
0.0 0.0 0.0
0.0 0.0 0.0
0.0 0.0 0.0
0.0 0.0 0.0
0.0 0.0 0.0
0.0 0.0 0.0
-0.2 -0.1 0.2
0.1 0.0 -0.1
-0.1 0.0 -0.1
-0.1 0.2 -0.2
0.4 -0.5 0.3
0.0 0.3 0.2
0.1 0.0 -0.1
0.1 0.0 -0.1
0.0 -0.1 0.0

The value obtained for the gap between HOMO and LUMO is 7.1 eV. As for the charge: +1.

---

Density functional theory data (ωB97M-V/def2-TZVPD) for 5 unconnected molecules or ions with the total composition C29H34N3O6 at a distorted geometry.

Last column: Mulliken charge in e.
Geometry (Å):
1 C 3.028545 -3.265649 -0.478903  -1.5248
2 C 2.903775 -1.780322 -0.759651  -0.4436
3 N 1.895199 -1.167914 0.183785  0.5122
4 C 2.224697 -0.348149 1.287561  -0.2830
5 C 1.056123 0.166287 1.653718  -0.8005
6 N 0.104839 -0.172576 0.708686  0.3888
7 C 0.640915 -1.015070 -0.179308  0.1230
8 C -1.247077 0.252174 0.730939  -1.2058
9 H 3.340875 -3.499590 0.609559  0.2017
10 H 3.723828 -3.677541 -1.017022  0.5666
11 H 2.138935 -3.722088 -0.324856  0.4641
12 H 2.573395 -1.577795 -1.752101  0.3409
13 H 3.813354 -1.119756 -0.710545  0.3319
14 H 3.328866 -0.338054 1.765486  0.4209
15 H 0.899694 0.905727 2.401595  0.4624
16 H 0.153180 -1.250467 -1.204116  0.3384
17 H -1.529270 1.388051 0.447216  0.5008
18 H -1.925675 -0.048946 1.663995  0.3420
19 H -1.860149 -0.452731 0.124474  0.2819
20 N -3.121867 3.303544 0.818319  -0.3194
21 C -3.967999 3.186139 -0.213023  0.1390
22 C -5.116124 3.989643 -0.469194  -0.6737
23 C -5.436872 4.989222 0.392882  -0.2958
24 C -4.673988 5.167097 1.570956  -0.5481
25 C -3.585579 4.338151 1.680581  -0.4112
26 H -3.685631 2.392479 -0.880027  0.3877
27 H -5.670187 3.792902 -1.373306  0.4250
28 H -6.311518 5.489722 0.209102  0.4892
29 H -4.960805 5.945912 2.232141  0.4212
30 H -2.946451 4.329578 2.547276  0.3639
31 C 3.494384 0.592677 -4.331055  -0.7990
32 C 2.243396 1.124565 -3.688947  -0.4973
33 C 2.188384 1.790020 -2.539407  0.4257
34 C 3.343182 1.846118 -1.766924  -0.0488
35 C 4.552241 1.273701 -2.192622  -0.7934
36 C 4.744315 0.620113 -3.479647  0.5590
37 O 5.927349 0.065092 -3.749711  -0.5287
38 O 0.976428 2.295410 -2.056674  -0.5254
39 H 3.452912 0.317256 -5.345253  0.4297
40 H 1.367563 0.998725 -4.235224  0.4219
41 H 3.380272 2.156144 -0.594985  0.2868
42 H 5.453972 1.176126 -1.639608  0.4407
43 H 6.059770 -0.562035 -4.505734  0.3417
44 H 0.215727 1.802950 -2.411489  0.2942
45 C -7.704952 0.107932 -3.221348  -0.2948
46 C -6.474579 -0.478796 -2.548711  -0.8063
47 C -6.213093 -0.016641 -1.269280  0.7753
48 C -7.011116 0.976391 -0.699455  -0.4982
49 C -8.066656 1.518644 -1.479614  0.0486
50 C -8.507111 1.201858 -2.669448  0.1252
51 O -9.573893 1.704707 -3.385342  -0.4759
52 O -5.077197 -0.579107 -0.547630  -0.5328
53 H -8.049953 -0.341727 -4.245205  0.1981
54 H -5.849371 -1.187344 -3.023342  0.4393
55 H -6.751421 1.235070 0.425885  0.2736
56 H -8.577367 2.482207 -1.018543  0.2105
57 H -9.965740 1.060620 -3.738132  0.2796
58 H -4.265806 -0.704766 -1.088927  0.2631
59 C 6.779070 -4.119526 4.563395  -0.7658
60 C 6.500150 -2.562770 4.782007  -0.5611
61 C 5.230054 -2.075437 4.418931  0.4134
62 C 4.350518 -2.960645 3.745944  -0.6303
63 C 4.684393 -4.285753 3.556872  -0.3610
64 C 5.844783 -4.859402 3.921731  0.4633
65 O 6.049683 -6.217823 3.801801  -0.5276
66 O 4.916694 -0.761469 4.705640  -0.4938
67 H 7.736422 -4.254843 4.766455  0.4858
68 H 7.265067 -2.008396 5.255611  0.3647
69 H 3.428045 -2.768249 3.387608  0.7733
70 H 3.879451 -5.003883 3.055408  0.2304
71 H 6.597660 -6.517562 4.466497  0.3098
72 H 5.639339 -0.280130 4.952247  0.2906

Forces on the atoms, in the same order (eV/Å):
-0.1 3.5 5.7
0.4 0.7 1.3
2.5 0.1 -1.5
2.7 -2.2 0.0
-0.5 1.3 -0.2
0.0 -0.1 0.9
-0.9 1.0 -1.0
-5.1 0.8 0.5
0.4 1.1 -1.3
3.4 -2.7 -3.5
-3.2 -1.6 -1.1
-0.6 0.0 -0.8
-0.6 -1.1 0.4
-3.1 0.0 -1.3
-0.5 0.2 0.5
1.0 0.0 2.3
1.1 -2.6 0.7
2.4 1.1 -1.0
0.8 0.7 -0.6
-3.2 2.6 0.4
0.4 0.2 0.2
1.5 -1.1 -0.3
1.4 -1.2 1.1
0.0 -1.0 -2.2
2.0 -1.8 0.3
-0.2 -0.2 -0.6
-0.2 0.0 0.0
-1.9 1.6 -0.3
0.2 0.3 0.8
0.0 0.6 0.4
0.7 1.7 5.1
4.0 -1.8 -3.4
-0.6 0.3 2.1
1.9 0.0 3.4
-0.3 -1.2 -2.6
-5.4 0.9 -1.1
1.2 -0.6 -0.4
0.4 -0.3 0.3
0.1 -0.7 -0.9
-1.4 -0.1 -1.2
-0.5 -0.3 -3.2
0.4 0.5 1.1
-1.0 1.1 0.8
0.6 0.3 -0.1
1.2 -1.3 -0.7
-4.5 2.8 -1.1
1.7 -0.5 0.2
0.8 -0.5 1.2
-0.3 5.0 6.0
1.7 -4.8 -4.3
5.8 8.2 5.6
-0.9 0.8 -0.5
1.0 0.9 1.9
0.2 -0.7 -0.5
-0.9 -0.1 -2.7
0.8 -2.1 -0.6
-5.1 -8.1 -4.7
-1.4 0.3 0.0
-3.7 7.6 -0.4
-1.9 -5.3 -1.5
2.1 -0.4 0.4
2.9 -0.7 1.3
-3.9 -1.0 -2.1
2.4 -1.7 1.8
-2.4 1.0 -2.8
-4.0 -2.4 -1.7
4.0 -1.8 1.0
0.5 0.6 0.4
-2.9 1.5 -0.8
1.8 1.7 1.1
1.9 -0.9 2.1
3.1 1.7 1.1

The value obtained for the gap between HOMO and LUMO is 7.9 eV. As for the charge: +1. Its energy above the lowest of the compared OMol25 structures with the same formula, charge and spin is 0.0 kJ/mol.

---

Which of these has the lowest gap between HOMO and LUMO?
C29H34MgN11S3

---

Which value of charge does entry 2 give?
+1

---

Which value of charge does entry 1 give?
+1

---

What is the charge in the first record?
+1